(1)
Formula: C7H11N4P
Source: OMol25
Level of theory: the ωB97M-V functional and the def2-TZVPD basis

```
23
Properties=species:S:1:pos:R:3:forces:R:3
C 1.2955 -3.0625 0.3091 3.60 -0.16 -0.96
C 1.1072 -1.9415 -0.3657 -3.37 -0.62 2.37
C -0.0979 -1.0790 -0.1298 1.51 -4.21 -0.66
C -1.3395 -1.6779 -0.1977 0.17 0.63 1.09
N -2.4213 -0.9682 -0.0795 -2.77 0.43 0.01
C -2.3257 0.3466 0.0661 2.32 -0.55 -0.35
N -3.4670 1.0654 0.1823 -0.97 -0.59 -0.19
N -1.1133 0.9580 0.0531 -3.68 1.15 0.85
C -0.0185 0.2636 -0.0496 -0.50 1.45 -0.68
N 1.0970 1.0401 -0.2151 1.23 0.29 -0.12
C 0.8031 2.4848 -0.1831 -3.30 -0.46 1.66
P 2.6907 0.3588 0.1395 -0.89 -0.76 -2.02
H 2.3367 -3.5804 0.2142 -2.37 0.45 0.04
H 0.6460 -3.2836 1.1023 -0.59 -0.56 1.05
H 1.5910 -1.6023 -1.1747 2.59 0.62 -2.64
H -1.5681 -2.7337 -0.1886 0.81 -0.32 -0.48
H -4.3645 0.5370 0.0504 1.56 1.15 0.48
H -3.3960 2.0173 0.5111 -0.34 -0.29 -0.22
H 0.7153 2.8472 0.8803 0.03 -0.40 -0.77
H 1.5583 3.0195 -0.6068 2.16 1.31 -1.48
H -0.2587 2.7190 -0.6357 2.58 -0.53 0.59
H 3.5815 1.0503 -0.7594 -0.67 -0.06 -0.05
H 2.9481 1.2215 1.0774 0.87 2.04 2.50
```
Forces are in eV/Å.

Calculated values
LUMO, eV: 0.87
Total charge: 0
Orbital gap, eV: 8.862
SMILES string: C=Cc1cnc(N)nc1N(C)P
Energy above the lowest of the compared OMol25 structures with the same formula, charge and spin, kJ/mol: 0.0
E_tot, a.u.: -833.64204

Taken from the natural (NBO) analysis, the atomic charges in e are:
1 C -0.402
2 C -0.168
3 C -0.252
4 C 0.126
5 N -0.541
6 C 0.574
7 N -0.807
8 N -0.567
9 C 0.419
10 N -0.666
11 C -0.418
12 P 0.569
13 H 0.204
14 H 0.195
15 H 0.190
16 H 0.204
17 H 0.419
18 H 0.407
19 H 0.186
20 H 0.193
21 H 0.253
22 H -0.041
23 H -0.077



(2)
Formula: C5H5NO
Source: OMol25
Level of theory: the ωB97M-V functional and the def2-TZVPD basis

```
12
Properties=species:S:1:pos:R:3:forces:R:3
O 1.7698 1.5108 -0.5147 -0.05 -0.50 -0.08
C 1.8405 0.2871 -0.5939 0.56 0.03 -0.21
C 0.7027 -0.5775 -0.5580 0.47 0.34 -0.30
C -1.3891 -0.7866 0.6091 -1.40 -1.86 0.51
C -0.6306 -0.0127 -0.3658 -0.45 1.16 0.98
C -0.7165 1.0532 0.6806 0.60 1.53 -0.16
N -0.7932 1.9023 1.4737 -0.06 -0.82 -0.56
H 2.8176 -0.2133 -0.7502 -0.12 0.14 0.10
H 0.8022 -1.6560 -0.6192 0.04 0.14 -0.08
H -0.8606 -1.1444 1.4861 -0.10 -0.01 -0.19
H -2.4360 -1.0607 0.4839 0.29 0.18 0.03
H -1.1912 0.3654 -1.2283 0.22 -0.35 -0.04
```
Forces are in eV/Å.

Calculated values
LUMO (alpha / beta), eV: -1.99 / -0.63
Total charge: 0
Orbital gap (alpha / beta), eV: 6.531 / 9.302
Energy above the lowest of the compared OMol25 structures with the same formula, charge and spin, kJ/mol: 457.5
E_tot, a.u.: -323.34542

Taken from the natural (NBO) analysis, the atomic charges in e are:
1 O -0.478
2 C 0.278
3 C -0.116
4 C -0.274
5 C -0.428
6 C 0.268
7 N -0.288
8 H 0.127
9 H 0.211
10 H 0.209
11 H 0.212
12 H 0.281



(3)
Formula: C26H31MnN8O5
Source: OMol25
Level of theory: the ωB97M-V functional and the def2-TZVPD basis

```
71
Properties=species:S:1:pos:R:3:forces:R:3
Mn -0.9799 0.6306 -0.4264 0.05 -0.01 0.05
C -1.0074 4.9139 -0.0773 0.00 0.04 -0.08
O 0.2057 5.0116 0.6695 -0.06 -0.07 0.14
C 1.1837 4.0759 0.5503 0.04 0.07 -0.07
C 2.4621 4.5067 0.8457 0.00 -0.01 -0.02
C 3.5639 3.6512 0.7930 0.00 0.00 0.00
C 3.3749 2.3443 0.4230 0.00 -0.01 0.01
C 2.0852 1.8697 0.1255 0.00 0.02 0.00
C 1.9602 0.4886 -0.2507 -0.01 -0.01 0.01
N 0.8589 -0.1084 -0.5296 0.01 0.01 -0.02
N 0.9299 -1.4690 -0.8372 0.02 -0.01 -0.03
C -0.2812 -1.9342 -0.9599 -0.01 0.06 0.01
O -1.3484 -1.2150 -0.7842 -0.01 -0.03 -0.02
C -0.4720 -3.3672 -1.2854 -0.01 -0.03 0.00
C -1.7607 -3.8904 -1.3056 0.00 0.01 -0.01
C -1.9605 -5.2301 -1.6031 0.00 0.00 0.00
C -0.8764 -6.0488 -1.8836 0.00 0.00 0.00
C 0.4114 -5.5265 -1.8681 0.00 -0.01 0.00
C 0.6159 -4.1900 -1.5705 0.00 0.01 0.01
C 0.9571 2.7193 0.2026 0.01 -0.04 0.03
O -0.2675 2.3126 -0.0240 -0.05 -0.04 -0.04
H -1.4703 5.8941 0.0140 0.01 0.01 -0.02
H -1.6679 4.1477 0.3181 0.00 0.02 0.01
H -0.8050 4.7046 -1.1296 0.01 -0.01 0.01
H 2.5800 5.5470 1.1211 0.00 0.00 0.00
H 4.5507 4.0243 1.0291 0.00 0.00 0.00
H 4.2115 1.6590 0.3560 0.00 0.00 0.00
H 2.8663 -0.1126 -0.3033 0.00 0.00 -0.01
H -2.5947 -3.2362 -1.0914 0.00 0.00 0.00
H -2.9644 -5.6338 -1.6188 0.00 0.00 0.00
H -1.0334 -7.0938 -2.1184 0.00 0.00 0.00
H 1.2569 -6.1634 -2.0934 0.00 0.00 0.00
H 1.6114 -3.7682 -1.5596 0.00 0.00 0.00
C 1.4743 -0.3850 5.9668 0.00 -0.01 -0.01
C 1.7134 -1.6466 5.1434 0.00 0.02 -0.02
C 2.7897 -1.4199 4.0853 -0.01 0.00 0.01
C 0.4153 -2.1784 4.5305 0.02 -0.01 0.02
N -0.2024 -1.2398 3.6051 -0.04 -0.03 -0.02
C 0.0430 -1.0181 2.3143 0.05 0.04 0.02
N -0.7023 -0.0140 1.9207 -0.07 -0.06 -0.02
N -1.4186 0.3725 2.9971 -0.04 -0.04 -0.02
N -1.1300 -0.3555 4.0081 0.08 0.07 0.02
H 2.3961 -0.0757 6.4601 0.00 0.00 0.00
H 0.7127 -0.5431 6.7314 0.00 0.00 0.00
H 1.1425 0.4401 5.3340 0.00 0.00 0.00
H 2.0532 -2.4422 5.8140 0.00 0.00 0.00
H 2.5199 -0.5963 3.4194 0.00 0.00 0.00
H 2.9574 -2.3134 3.4794 0.00 0.00 0.00
H 3.7350 -1.1531 4.5580 0.00 0.00 0.00
H -0.3259 -2.3757 5.3029 -0.01 0.00 0.00
H 0.5987 -3.1019 3.9806 -0.01 -0.01 0.00
H 0.7304 -1.5816 1.7040 -0.01 -0.01 0.00
C -3.4750 0.8723 -5.4396 0.01 -0.01 0.01
C -2.2764 1.0404 -4.5687 0.00 0.01 -0.01
C -0.9647 1.3644 -4.8644 0.01 -0.01 0.02
C -0.2931 1.3631 -3.6331 0.02 0.03 -0.01
N -1.1421 1.0619 -2.6537 -0.02 0.00 0.04
N -2.3354 0.8640 -3.2441 -0.03 -0.03 -0.05
C 1.1499 1.6444 -3.3727 -0.01 0.00 0.00
H -3.3410 1.4143 -6.3736 -0.01 0.00 0.00
H -4.3705 1.2471 -4.9443 0.00 0.00 -0.01
H -3.6389 -0.1796 -5.6780 0.00 0.00 0.00
H -0.5486 1.5778 -5.8345 0.00 0.00 0.00
H -3.1632 0.6858 -2.6498 0.03 -0.01 0.03
H 1.6056 2.0937 -4.2536 0.01 0.01 0.01
H 1.6934 0.7263 -3.1418 0.00 0.00 -0.02
H 1.2742 2.3297 -2.5338 0.00 0.00 0.00
O -4.3887 0.6748 -1.4542 0.04 0.10 -0.03
C -3.9884 1.0074 -0.3434 -0.03 -0.37 0.01
O -2.7748 1.0681 0.0603 0.01 0.30 0.05
H -4.7208 1.2577 0.4400 0.02 0.09 -0.01
```
Forces are in eV/Å.

Calculated values
LUMO (alpha / beta), eV: -0.19 / -0.47
Total charge: 0
Spin multiplicity: 5
Orbital gap (alpha / beta), eV: 7.598 / 7.408
Energy above the lowest of the compared OMol25 structures with the same formula, charge and spin, kJ/mol: 0.0
E_tot, a.u.: -2974.68276

Taken from the natural (NBO) analysis, the atomic charges in e are:
1 Mn 1.644
2 C -0.239
3 O -0.503
4 C 0.236
5 C -0.210
6 C -0.252
7 C -0.169
8 C -0.246
9 C 0.177
10 N -0.363
11 N -0.434
12 C 0.549
13 O -0.730
14 C -0.053
15 C -0.191
16 C -0.215
17 C -0.196
18 C -0.219
19 C -0.193
20 C 0.395
21 O -0.765
22 H 0.185
23 H 0.199
24 H 0.175
25 H 0.226
26 H 0.217
27 H 0.207
28 H 0.205
29 H 0.240
30 H 0.216
31 H 0.213
32 H 0.214
33 H 0.233
34 C -0.613
35 C -0.222
36 C -0.616
37 C -0.211
38 N -0.185
39 C 0.179
40 N -0.378
41 N -0.028
42 N -0.052
43 H 0.216
44 H 0.216
45 H 0.216
46 H 0.210
47 H 0.208
48 H 0.208
49 H 0.223
50 H 0.233
51 H 0.216
52 H 0.242
53 C -0.644
54 C 0.189
55 C -0.354
56 C 0.194
57 N -0.399
58 N -0.327
59 C -0.647
60 H 0.226
61 H 0.233
62 H 0.229
63 H 0.224
64 H 0.451
65 H 0.224
66 H 0.224
67 H 0.229
68 O -0.681
69 C 0.692
70 O -0.783
71 H 0.102